Record 1
Molecular formula: C33H22Cl2N4O2SSeTl
Method: DFT, ωB97M-V/def2-TZVPD

Properties
Charge: -1
Energy relative to the best compared isomer or geometry (same formula, charge and spin), kJ/mol: 47.92

Geometry (Å):
Tl -1.0080 -0.7713 0.2830
S -4.8446 2.2550 1.8099
C -4.1899 3.0296 0.4016
C -4.5968 4.1974 -0.2285
C -3.9003 4.6043 -1.3540
C -2.8128 3.8682 -1.8292
C -2.3977 2.7130 -1.1953
C -3.0984 2.2796 -0.0708
N -2.8192 1.1522 0.6592
C -3.6110 0.9792 1.6620
C -3.5501 -0.1322 2.6032
C -4.4950 -0.2098 3.6390
C -4.4345 -1.2375 4.5569
C -3.4406 -2.2016 4.4284
C -2.5284 -2.1310 3.3825
C -2.5345 -1.0967 2.4423
H -5.4285 4.7732 0.1565
H -4.2014 5.5094 -1.8665
H -2.2811 4.2159 -2.7060
H -1.5383 2.1442 -1.5277
H -5.2771 0.5405 3.7129
H -5.1500 -1.2854 5.3692
H -3.3883 -3.0130 5.1485
H -1.7714 -2.9093 3.3109
Cl 6.2341 1.0208 0.4891
C 5.3191 -0.3982 0.0562
C 5.7968 -1.6057 0.5366
C 5.1987 -2.7954 0.1689
C 4.1413 -2.7680 -0.7235
C 3.6667 -1.5638 -1.1930
Cl 2.3923 -1.5826 -2.3704
C 4.1854 -0.3183 -0.7799
N 3.6440 0.8353 -1.2976
C 3.6965 2.1576 -0.7587
C 4.1063 3.1410 -1.6509
C 4.1862 4.4688 -1.2701
C 3.8473 4.8237 0.0228
C 3.4263 3.8479 0.9113
C 3.3240 2.5071 0.5533
C 2.7789 1.5305 1.5574
C 1.4882 0.7694 1.1161
O 1.2224 -0.2719 1.7542
O 0.8002 1.2663 0.1906
H 6.6575 -1.5960 1.1908
H 5.5665 -3.7335 0.5606
H 3.6827 -3.6855 -1.0652
H 2.7941 0.6712 -1.8192
H 4.3784 2.8414 -2.6554
H 4.5189 5.2193 -1.9763
H 3.8846 5.8614 0.3312
H 3.1412 4.1351 1.9168
H 2.4966 2.0661 2.4651
H 3.5215 0.7830 1.8378
Se -1.8378 -1.3516 -3.9522
N -2.2768 -1.7763 -2.2922
C -2.2054 -3.0990 -2.2030
C -2.4597 -3.8376 -1.0188
C -2.3361 -5.1933 -1.0555
C -1.9749 -5.8751 -2.2517
C -1.7260 -5.2044 -3.4101
C -1.8220 -3.7885 -3.4163
N -1.5685 -3.0201 -4.4668
H -2.7330 -3.3143 -0.1112
H -2.5154 -5.7668 -0.1555
H -1.8952 -6.9549 -2.2330
H -1.4481 -5.7190 -4.3200

Atom charges from the Löwdin analysis, given in e for atoms 1 to 5:
1 Tl 0.877
2 S 1.076
3 C -0.476
4 C -0.107
5 C -0.109

=====

Record 2
Molecular formula: H10O5
Method: DFT, ωB97M-V/def2-TZVPD

Properties
Charge: 0
Energy relative to the best compared isomer or geometry (same formula, charge and spin), kJ/mol: 123.04
SMILES string: O.O.O.O.O

Geometry (Å):
O -2.2489 1.0217 -2.0115
H -2.4347 1.1430 -1.0844
H -1.6054 0.2937 -2.0309
O 0.2596 -0.7954 0.5040
H -0.3917 -1.5343 0.6550
H 0.0935 -0.5575 -0.4268
O 0.6971 -0.2973 -2.2890
H 0.8576 0.6033 -2.6247
H 0.2562 -0.5105 -3.1301
O 2.3450 -1.0684 2.1587
H 1.6936 -0.7554 1.4890
H 1.8359 -1.1298 2.9846
O -0.8714 1.2796 1.8506
H -0.2513 0.6218 1.5282
H -0.2351 1.6853 2.4274

Atom charges from the Löwdin analysis, given in e for atoms 1 to 5:
1 O -0.052
2 H 0.027
3 H 0.003
4 O -0.077
5 H 0.118

=====

Record 3
Molecular formula: C20H34BN8Rh
Method: DFT, ωB97M-V/def2-TZVPD

Properties
Charge: +2
Energy relative to the best compared isomer or geometry (same formula, charge and spin), kJ/mol: 0.00

Geometry (Å):
Rh -0.2960 -0.0079 -0.1803
B 0.3178 3.4780 0.6759
N 1.1692 2.6295 -0.3349
C 2.2659 3.1119 -0.9160
C 2.7554 2.1832 -1.8311
C 1.8707 1.1294 -1.7504
N 0.9032 1.4144 -0.8508
N -0.8544 2.6287 1.2460
C -1.7769 3.1235 2.0720
C -2.7190 2.1438 2.3519
C -2.2965 1.0458 1.6322
N -1.1711 1.3528 0.9573
H -0.1378 4.4177 0.0905
H 1.0548 3.7978 1.5709
H 2.6151 4.1005 -0.6660
H 3.6010 2.2908 -2.4870
H 1.8301 0.2073 -2.3100
H -1.7106 4.1461 2.4045
H -3.5915 2.2305 2.9737
H -2.7427 0.0686 1.5421
C -2.0207 0.4010 -2.7154
N -1.4211 -0.7592 -3.3528
C -1.1292 -0.5935 -4.7753
C -0.9838 -1.8030 -2.6317
N -0.7967 -1.6689 -1.3128
N -0.7353 -2.9747 -3.2562
C -1.6414 -3.5116 -4.2752
C 0.1055 -3.9799 -2.6191
H -2.7610 0.8278 -3.3905
H -1.2757 1.1769 -2.5031
H -2.5323 0.1090 -1.7988
H -0.6230 0.3628 -4.9174
H -2.0460 -0.5886 -5.3654
H -0.4773 -1.3870 -5.1250
H -0.6601 -2.5723 -0.8756
H -2.3703 -2.7672 -4.5753
H -2.1762 -4.3670 -3.8579
H -1.0806 -3.8401 -5.1496
H -0.4569 -4.6059 -1.9187
H 0.9383 -3.5074 -2.1015
H 0.5086 -4.6262 -3.3962
C 2.4264 1.1279 2.4946
N 3.5345 0.3408 1.8734
C 4.4155 -0.2352 2.9327
C 3.0419 -0.6957 0.8639
C 1.9068 -1.5217 1.3871
C 2.2182 -2.5971 2.2281
C 1.2410 -3.3561 2.8410
C -0.0907 -3.0465 2.6087
C -0.4190 -2.0172 1.7403
C 0.5642 -1.2494 1.1090
H 2.8593 1.9836 3.0067
H 1.9066 0.4877 3.2019
H 1.7452 1.4606 1.7196
H 4.1040 0.9952 1.3355
H 3.8173 -0.8925 3.5567
H 4.8121 0.5810 3.5312
H 5.2273 -0.7851 2.4636
H 3.9114 -1.3065 0.6248
H 2.7578 -0.1252 -0.0142
H 3.2602 -2.8448 2.3962
H 1.5129 -4.1765 3.4900
H -0.8778 -3.6204 3.0794
H -1.4711 -1.8311 1.5513

Atom charges from the Löwdin analysis, given in e for atoms 1 to 5:
1 Rh 1.132
2 B -0.381
3 N -0.062
4 C -0.046
5 C -0.019

=====

Record 4
Molecular formula: C33H66Br12F6N7O9RbS2
Method: DFT, ωB97M-V/def2-TZVPD

Properties
Charge: 0

Geometry (Å):
Rb -14.6099 -8.8170 -5.9116
C -15.4308 -7.4283 -2.3434
F -14.2814 -8.0736 -2.5526
F -15.4109 -6.8843 -1.1433
F -15.4902 -6.4520 -3.2595
S -16.9455 -8.5560 -2.5274
O -16.8344 -9.6569 -1.6136
O -18.0509 -7.6842 -2.2507
N -16.8352 -9.0824 -4.1634
S -18.3469 -9.3209 -4.4852
O -19.0418 -10.3200 -3.6935
O -19.1182 -8.1109 -4.7488
C -18.1201 -10.1595 -6.1917
F -19.3041 -10.5013 -6.6459
F -17.5350 -9.2992 -7.0363
F -17.3889 -11.2561 -6.0409
C -18.9335 -15.6908 -7.3849
O -18.9419 -14.7128 -8.1093
N -18.7066 -15.6129 -6.0675
C -18.9990 -16.7131 -5.1452
C -18.6070 -14.3173 -5.4196
H -19.0792 -16.7130 -7.7558
H -18.1795 -16.8079 -4.4371
H -19.0648 -17.6432 -5.7101
H -19.9731 -16.4990 -4.7061
H -19.5240 -13.9981 -4.9373
H -17.8470 -14.3908 -4.6382
H -18.2799 -13.5351 -6.0976
C -11.4060 -8.6568 -3.3572
O -12.1252 -8.9431 -4.3046
N -10.4845 -9.4969 -2.8308
C -10.1911 -10.7990 -3.3953
C -9.4626 -8.9373 -1.9293
H -11.5949 -7.7437 -2.7740
H -10.0274 -11.5384 -2.6154
H -9.2667 -10.7031 -3.9784
H -10.9097 -11.1108 -4.1488
H -9.8853 -8.0483 -1.4734
H -9.1736 -9.7082 -1.2194
H -8.6288 -8.6596 -2.5786
C -16.6408 -14.7667 -2.3059
O -17.3276 -14.4198 -1.3655
N -15.9762 -13.8978 -3.1024
C -15.1697 -14.4204 -4.2152
C -16.3459 -12.4750 -3.0678
H -16.5635 -15.8181 -2.6243
H -14.7589 -15.3603 -3.8583
H -14.4551 -13.6472 -4.4891
H -15.8401 -14.5636 -5.0658
H -16.4517 -12.1696 -2.0305
H -15.4891 -11.9089 -3.4364
H -17.2561 -12.3063 -3.6381
C -21.4363 -6.1718 -8.4390
O -21.3536 -5.0189 -8.0473
N -20.4537 -7.0458 -8.6764
C -19.1165 -6.6476 -8.1908
C -20.6348 -8.2798 -9.4362
H -22.4233 -6.5300 -8.7872
H -18.8132 -5.6068 -8.2158
H -18.3701 -7.1970 -8.7751
H -19.0494 -7.0944 -7.1949
H -20.4704 -7.9487 -10.4652
H -19.8942 -9.0211 -9.1485
H -21.6324 -8.7028 -9.3518
C -17.7918 -4.7782 -5.4517
O -17.2660 -4.2497 -6.4229
N -19.0401 -4.4778 -5.0298
C -19.4643 -4.8966 -3.6924
C -19.8656 -3.4972 -5.7127
H -17.2624 -5.3709 -4.6871
H -20.5048 -5.2058 -3.7613
H -19.3439 -4.0785 -2.9799
H -18.8906 -5.7604 -3.3683
H -19.3942 -3.2618 -6.6598
H -20.9183 -3.7557 -5.7688
H -19.8435 -2.5620 -5.1366
C -11.7308 -11.1947 0.0889
C -13.1477 -11.5948 -0.2766
C -14.1472 -10.4355 -0.0975
C -13.7682 -9.4578 0.9123
N -13.4954 -8.7139 1.7438
H -11.4198 -10.2106 -0.2782
H -11.0250 -11.9069 -0.3473
H -11.5037 -11.1212 1.1525
H -13.3652 -12.4928 0.3090
H -13.2643 -11.9712 -1.2945
H -15.1989 -10.6384 0.1083
H -14.0847 -9.9001 -1.0480
Br -21.5226 -7.1592 -1.2655
C -20.9704 -8.9891 -0.8063
C -21.4749 -9.9864 -1.8132
Br -23.4450 -10.1439 -1.6680
H -21.2977 -9.1869 0.2111
H -19.8802 -9.0324 -0.7941
H -21.0827 -10.9983 -1.7856
H -21.2577 -9.6095 -2.8118
Br -12.7731 -2.6250 -3.9271
C -12.6930 -4.1564 -2.6787
C -11.2736 -4.3405 -2.1491
Br -11.3221 -5.6597 -0.7464
H -12.9989 -5.0776 -3.1672
H -13.3561 -3.9250 -1.8499
H -10.9025 -3.4062 -1.7402
H -10.6780 -4.6684 -2.9982
Br -14.9796 -13.1505 -11.3028
C -15.8380 -11.8181 -10.1551
C -16.5890 -12.5258 -9.0442
Br -15.3358 -13.3709 -7.7339
H -16.5208 -11.4280 -10.9031
H -15.0853 -11.1573 -9.7395
H -17.2591 -13.2952 -9.4086
H -17.1235 -11.7263 -8.5324
Br -22.6248 -8.6148 -5.8795
C -22.6017 -6.8725 -4.9822
C -23.7446 -6.6667 -3.9882
Br -23.5629 -4.7824 -3.3749
H -22.5233 -6.0433 -5.6854
H -21.6373 -6.8205 -4.4774
H -23.6726 -7.3945 -3.1863
H -24.6828 -6.7619 -4.5273
Br -21.6961 -12.3739 -4.5904
C -22.5776 -12.4603 -6.3562
C -21.5576 -12.9373 -7.3588
Br -22.3163 -12.5663 -9.1639
H -22.9928 -11.4887 -6.6094
H -23.4098 -13.1501 -6.2506
H -21.4519 -14.0141 -7.2977
H -20.6139 -12.4098 -7.3262
Br -17.4143 -8.8948 1.7740
C -18.5980 -10.4460 1.9538
C -18.4291 -11.3747 0.7831
Br -19.9228 -12.6666 0.6496
H -19.6138 -10.0798 2.0753
H -18.3658 -10.9355 2.8981
H -17.4843 -11.9062 0.7195
H -18.5262 -10.8062 -0.1395

Atom charges from the Löwdin analysis, given in e for atoms 1 to 5:
1 Rb 0.809
2 C -0.654
3 F 0.103
4 F 0.174
5 F 0.117

=====

Record 5
Molecular formula: CH2N2O4P
Method: DFT, ωB97M-V/def2-TZVPD

Properties
2S+1: 3
Charge: +1
Energy relative to the best compared isomer or geometry (same formula, charge and spin), kJ/mol: 1.87

Geometry (Å):
C 0.3098 -0.0178 -1.1189
N -1.2148 0.5188 -0.7271
N 0.9525 0.6832 -0.2221
O -0.2554 -2.0766 1.9057
O 0.2356 -1.3309 -0.7798
O -1.2775 0.1363 0.5218
O 1.1215 0.0476 0.8944
P -0.1803 -1.1384 0.8484
H -1.1035 1.6051 -0.8508
H 1.4121 1.5727 -0.4716

Atom charges from the Löwdin analysis, given in e for atoms 1 to 5:
1 C -0.168
2 N 0.135
3 N -0.023
4 O -0.073
5 O -0.005

=====

Record 6
Molecular formula: C7H32O10
Method: DFT, ωB97M-V/def2-TZVPD

Properties
2S+1: 2
Charge: +1
Energy relative to the best compared isomer or geometry (same formula, charge and spin), kJ/mol: 0.00

Geometry (Å):
C 3.0684 0.1610 0.2009
C 1.7076 -0.3708 -0.2044
C 0.5909 0.6092 -0.3121
C 0.7785 1.9732 -0.1459
C -0.7275 0.0209 -0.6302
C -1.2753 -0.6421 0.6132
C -1.7390 -1.8794 0.6434
H 3.4617 0.9617 -0.4284
H 3.1065 0.5368 1.2284
H 3.8347 -0.6149 0.1841
H 1.3715 -1.1274 0.5312
H 1.7852 -0.9402 -1.1353
H -0.0192 2.7036 -0.2176
H 1.7439 2.4284 0.0588
H -0.6344 -0.7112 -1.4369
H -1.4433 0.7766 -0.9900
H -1.2696 -0.0492 1.5180
H -2.0601 -2.3775 1.5462
H -1.7481 -2.5114 -0.2374
H -2.1494 2.6936 0.8493
H -3.3356 1.6921 1.0421
O -2.7768 2.3608 1.5150
H 2.0603 0.3224 -3.8463
H 2.5126 1.4747 -2.9424
O 2.3485 1.2662 -3.8775
H 0.1282 -0.2051 -3.9219
H 0.6667 -1.4932 -4.5971
O 0.7251 -0.9807 -3.7790
H -1.9447 1.7472 2.8623
H -1.8006 1.6781 4.4266
O -1.4298 1.3184 3.5907
H -3.5723 -0.3669 -0.0062
H -5.0016 0.1947 0.2826
O -4.0957 0.4347 0.0537
H 1.1288 -3.7613 1.7706
H 0.6915 -2.2893 1.9908
O 0.9609 -2.9502 1.3065
H 0.3245 1.5286 3.3373
H 1.3675 1.5884 2.1909
O 1.2904 1.3936 3.1427
H -0.4860 -0.8660 3.4939
H 0.9978 -0.4530 3.3759
O 0.4040 -1.2376 3.3996
H 0.5907 1.6798 -4.2462
H -0.7168 1.8503 -3.3832
O -0.3696 1.4606 -4.1869
H 0.4610 -2.5916 -2.2646
H 0.4108 -3.1901 -0.7212
O 0.0771 -3.2467 -1.6441

Atom charges from the Löwdin analysis, given in e for atoms 1 to 5:
1 C -0.062
2 C -0.153
3 C -0.141
4 C 0.253
5 C -0.123

=====

| no. | calculated total energy (eV) |
| --- | --- |
| 1 | -150555.3630 |
| 2 | -10399.5743 |
| 3 | -36882.6606 |
| 4 | -943290.6801 |
| 5 | -21513.6388 |
| 6 | -28244.6440 |